# 1
# C22H33N3O3

An isolated molecule of C22H33N3O3 (ωB97M-V with the def2-TZVPD basis set, OMol25).

```
61
Properties=species:S:1:pos:R:3:forces:R:3
C 1.39294 4.32470 -0.72200 -9.973 -5.742 -0.272
C 0.48100 3.01464 -0.47187 5.158 -0.466 -9.586
O 1.31703 1.77130 -0.39322 0.401 0.523 -2.955
C 1.84894 1.32781 -1.63948 0.888 -1.653 -2.075
C 1.48874 1.86238 -3.08119 10.185 -14.931 4.537
C 2.22008 1.21030 -4.04799 -0.200 0.528 4.306
C 3.14125 0.20408 -3.83585 -1.667 -0.760 -0.964
C 3.24349 -0.49561 -2.68948 -0.158 1.954 2.981
C 2.74336 0.12567 -1.56993 -3.372 3.734 3.558
C 2.95698 -0.31995 -0.08878 1.819 -6.322 -3.501
N 2.27139 -1.65479 0.36373 -2.850 4.055 0.681
C 2.48644 -2.89581 -0.37274 -4.303 2.617 0.272
C 1.98654 -3.84854 0.67279 4.359 -1.950 1.710
N 0.86107 -3.44269 1.35988 -7.149 0.540 2.311
C 0.09012 -2.15903 1.31813 4.317 -10.897 2.232
O -0.88406 -2.09562 1.90033 -6.784 0.595 4.382
C 0.66109 -1.35091 0.51556 9.505 11.825 -4.145
C 0.02644 -1.15667 -0.76511 -0.827 -0.899 -4.499
C -1.08594 -0.15699 -0.77262 0.801 1.505 -2.833
O -1.09917 0.74630 -1.65054 -0.277 -1.451 1.470
N -2.05326 -0.36014 0.08645 -2.329 3.772 1.818
C -3.16412 0.92428 0.30729 1.790 -8.949 4.331
C -4.33735 -0.23661 0.87708 -0.164 7.807 -2.801
C -4.58798 0.09504 2.33225 -4.979 -2.656 -0.101
C -3.56796 -0.31727 3.29427 2.829 4.301 1.883
C -2.83271 1.07049 3.68587 6.822 -4.511 -3.123
C -2.01680 1.78619 2.43006 3.071 -2.784 5.770
C -2.77125 2.04408 1.18994 -8.726 -5.898 6.067
H 0.71541 5.05740 -0.73903 -2.519 3.222 0.008
H 1.92819 4.38298 -1.47773 4.186 -0.210 -8.019
H 2.02546 4.46651 -0.09210 6.879 1.428 8.605
H -0.21400 2.88577 -1.38169 0.355 0.178 2.254
H 0.24733 3.06502 0.43245 -3.486 0.549 7.389
H 1.06919 2.58192 -2.87257 -8.385 13.279 1.232
H 1.87819 1.57701 -4.88263 -0.499 1.262 -5.602
H 3.41461 -0.35359 -4.64153 1.218 -0.877 -2.751
H 3.74813 -1.37334 -2.40256 1.016 -1.139 -0.901
H 4.00392 -0.76108 -0.02064 -0.681 1.241 -0.051
H 2.80744 0.37944 0.62785 -0.579 2.083 1.897
H 1.76082 -2.81565 -1.32703 2.252 -0.980 1.320
H 3.52336 -2.92450 -0.41468 1.868 -0.730 -1.203
H 2.73028 -3.92682 1.55861 0.165 0.621 -1.607
H 2.18186 -4.85969 0.31989 -1.700 -0.573 -0.368
H 0.18757 -4.08047 1.94634 2.371 1.013 -1.724
H 0.58151 -0.15992 1.04710 0.713 -3.310 -1.120
H 0.57915 -0.98683 -1.78852 -0.219 0.029 2.627
H -0.37028 -2.14409 -0.95470 -0.975 -0.409 -0.571
H -1.86824 -0.82818 0.98965 0.015 0.117 -1.018
H -3.47040 1.17970 -0.59033 -0.897 1.431 -4.369
H -5.17346 0.36227 0.19091 1.113 -2.566 1.943
H -4.05926 -1.20554 0.49170 -0.285 -0.137 0.457
H -5.16398 1.05291 2.56850 1.180 -1.060 -0.657
H -5.38708 -0.68733 2.43531 -0.244 0.652 0.642
H -2.89789 -0.95256 2.77760 0.987 -0.897 0.161
H -3.70829 -0.58372 4.33820 -1.336 -1.151 -0.383
H -3.38895 1.75974 4.00550 -5.806 5.110 2.134
H -2.15592 1.04463 4.62909 -0.320 -0.750 -1.766
H -1.39012 2.68948 3.05561 -1.949 -1.925 -2.495
H -1.15065 0.95308 2.27693 -1.706 2.119 -0.202
H -2.15650 2.48077 0.72494 7.528 7.646 -7.249
H -3.82550 2.43207 1.36284 1.556 0.846 -0.066
```
Forces are in eV/Å.

The calculation puts the HOMO energy at -7.9 eV. Its strongest force on any atom is 18.635 eV/A. As for the energy relative to the best compared isomer or geometry (same formula, charge and spin): 444.6 kcal/mol. The total energy is -1247.447947 Eh. The structure (SMILES) is CCOc1ccccc1CN1CCNC(=O)[C@@H]1CC(=O)NC1CCCCCC1. The value obtained for the gap between HOMO and LUMO is 8.660 eV.

# 2
# C24H31N3O4

An isolated molecule of C24H31N3O4 (ωB97M-V with the def2-TZVPD basis set, OMol25).

```
62
Properties=species:S:1:pos:R:3:forces:R:3
C -1.84791 0.17054 -4.81099 -0.123 -0.077 0.122
C -1.71124 -1.07249 -3.93633 0.160 0.073 -0.362
C -0.81418 -2.12605 -4.58327 -0.178 0.059 0.106
N -1.18996 -0.71042 -2.62446 -0.476 -0.214 0.157
C 0.00078 -0.10288 -2.42475 0.187 0.043 0.677
O 0.83494 0.14767 -3.26540 0.277 0.128 -0.347
C 0.11737 0.20074 -0.93677 0.006 -0.101 -0.184
C 1.40133 -0.23214 -0.22897 -0.169 -0.043 -0.026
C 2.07772 0.88728 0.53851 0.070 -0.297 -0.453
O 1.46062 1.78672 1.07118 -0.194 0.265 0.186
N 3.42079 0.77622 0.60016 0.457 -0.013 -0.037
C 4.24035 1.66747 1.39743 -0.071 0.087 0.062
C 4.73769 0.97352 2.63934 0.100 0.054 -0.036
C 3.81801 0.49361 3.56499 0.043 0.001 0.011
C 4.24657 -0.17233 4.69796 -0.101 -0.007 0.012
C 5.60089 -0.36388 4.91919 0.113 -0.032 0.054
C 6.52202 0.11259 4.00304 0.080 -0.066 0.101
C 6.09178 0.77470 2.86530 -0.107 0.081 -0.046
C 0.80679 -1.32405 0.73830 0.376 0.160 0.278
C -0.06901 -0.60228 1.74089 -0.283 -0.291 -0.017
C -1.17579 -0.27857 1.08228 0.054 -0.337 0.087
C -0.93164 -0.76733 -0.32337 -0.024 0.364 0.010
O -0.14880 -1.94168 -0.09837 -0.084 -0.137 -0.478
C -1.95622 -0.97297 -1.42490 0.209 0.081 -0.072
C -3.14565 -0.00295 -1.27709 0.268 -0.638 0.057
O -3.23762 1.00830 -1.93553 0.017 0.365 -0.165
N -4.03187 -0.41462 -0.35259 -0.284 -0.174 0.297
C -5.24146 0.31456 0.04647 -0.184 0.222 -0.028
C -5.93796 -0.52075 1.11899 0.158 0.108 -0.204
C -4.85111 1.68435 0.60663 -0.007 -0.146 -0.116
C -6.14985 0.47957 -1.17381 0.139 0.009 0.100
H -2.45811 0.91073 -4.29955 -0.043 0.057 -0.024
H -2.31516 -0.08848 -5.75741 -0.040 -0.031 -0.136
H -0.86647 0.59457 -5.00177 0.073 0.030 -0.060
H -2.70708 -1.49715 -3.76237 0.103 0.049 0.015
H -1.23361 -2.43848 -5.53581 -0.041 -0.063 -0.117
H 0.17344 -1.70656 -4.75116 0.075 0.004 -0.033
H -0.72037 -2.99601 -3.93637 0.021 -0.118 0.027
H -0.11334 1.25164 -0.75104 -0.028 -0.067 -0.044
H 2.08734 -0.71100 -0.93048 -0.011 0.045 0.032
H 3.87858 -0.01465 0.17626 -0.164 0.014 -0.031
H 3.59649 2.51042 1.66534 0.163 -0.058 -0.097
H 5.07722 2.02954 0.79372 -0.078 0.024 0.086
H 2.76448 0.65463 3.38880 -0.154 0.026 -0.008
H 3.52512 -0.53980 5.41301 -0.060 -0.024 0.061
H 5.93678 -0.88168 5.80535 0.029 -0.041 0.068
H 7.57871 -0.03296 4.17268 0.084 -0.020 0.015
H 6.81437 1.14478 2.15172 0.064 0.041 -0.087
H 1.52740 -2.04021 1.12451 -0.023 -0.006 -0.023
H 0.21394 -0.38314 2.75023 0.015 0.211 0.241
H -2.01785 0.30250 1.39766 -0.157 0.243 0.159
H -2.31193 -2.01118 -1.42572 -0.013 0.110 0.066
H -3.82686 -1.25837 0.15905 0.072 -0.015 -0.081
H -6.21276 -1.49765 0.72625 -0.052 -0.125 -0.034
H -6.84284 -0.01860 1.44940 -0.079 0.048 0.031
H -5.28918 -0.65819 1.98205 0.068 -0.018 0.128
H -5.74156 2.24464 0.87716 -0.120 0.075 0.057
H -4.22879 1.57386 1.49229 0.053 -0.012 0.121
H -4.29905 2.24422 -0.14266 0.026 0.089 -0.021
H -6.41610 -0.49284 -1.58233 -0.052 -0.108 -0.031
H -7.05949 1.00360 -0.89481 -0.137 0.062 0.047
H -5.63487 1.05167 -1.93967 -0.024 0.047 -0.075
```
Forces are in eV/Å.

The calculation puts the HOMO energy at -9.1 eV. Its strongest force on any atom is 0.703 eV/A. As for the energy relative to the best compared isomer or geometry (same formula, charge and spin): 12.3 kcal/mol. The total energy is -1398.415079 Eh. The structure (SMILES) is CC(C)N1C(=O)[C@@H]2[C@@H](C(=O)NCc3ccccc3)[C@H]3C=C[C@@]2(O3)[C@H]1C(=O)NC(C)(C)C. The value obtained for the gap between HOMO and LUMO is 9.703 eV.

# 3
# C3H10O4

A cluster of 3 separate species, C3H10O4 in total (ωB97M-V with the def2-TZVPD basis set, OMol25).

```
17
Properties=species:S:1:pos:R:3:forces:R:3
O -1.32463 0.87607 -1.53051 -0.397 0.852 -0.155
C -0.98466 -0.04637 -0.83193 1.364 -2.949 0.819
O -0.98093 -1.30985 -1.19010 -0.485 0.266 -0.487
C -0.34507 0.08990 0.55888 -0.121 2.070 1.346
C 1.14466 0.38849 0.51103 0.784 -0.691 -0.765
H -1.33934 -1.52558 -2.07575 0.005 0.395 0.005
H -0.85737 0.91906 1.05436 0.071 0.130 -0.137
H -0.53229 -0.78656 1.18619 -0.427 -0.565 -0.784
H 1.71695 -0.53937 0.48183 -0.218 -0.180 0.028
H 1.47187 0.93340 -0.37625 -0.151 0.323 0.095
H 1.47532 0.95374 1.37987 -0.389 0.209 0.005
H -0.14932 -2.91973 -0.12743 0.200 -0.411 0.196
H 0.64854 -4.01595 0.62269 -0.048 0.119 -0.010
O 0.50934 -3.06303 0.56189 -0.105 0.224 -0.078
H -0.49104 2.87063 -0.62086 0.063 0.673 0.033
H 0.00551 4.06124 0.24498 -0.144 0.550 -0.129
O 0.03245 3.11389 0.15109 -0.003 -1.016 0.017
```
Forces are in eV/Å.

The calculation puts the HOMO energy (alpha / beta) at -15.2 / -15.1 eV. Its strongest force on any atom is 3.351 eV/A. As for the charge: +1. As for the energy relative to the best compared isomer or geometry (same formula, charge and spin): 7.8 kcal/mol. The total energy is -420.894451 Eh. The value obtained for the gap between HOMO and LUMO (alpha / beta) is 10.390 / 4.683 eV. The spin multiplicity is 2.

# 4
# C2H12N2O4

A cluster of 4 separate species, C2H12N2O4 in total (ωB97M-V with the def2-TZVPD basis set, OMol25).

```
20
Properties=species:S:1:pos:R:3:forces:R:3
N 1.60591 0.07448 -1.46054 -0.193 0.173 -0.283
C 0.53166 -0.83011 -1.90913 -0.297 0.187 0.560
N -0.77080 -0.22944 -1.65015 0.325 -0.336 -0.423
C -1.74449 -0.20446 -2.61363 0.597 0.116 0.805
O -1.56605 -0.57664 -3.74850 -0.351 0.052 -0.133
H 1.18890 0.99305 -1.33824 0.056 0.006 0.116
H 2.27145 0.20729 -2.21445 0.110 -0.143 0.104
H 0.59519 -1.75614 -1.32938 0.073 -0.061 -0.181
H 0.55693 -1.06230 -2.96894 0.087 -0.021 -0.045
H -0.97348 0.01249 -0.69438 -0.331 0.071 -0.067
H -2.67926 0.20788 -2.20252 -0.151 -0.025 -0.314
O -1.77653 -0.49825 3.00210 -0.310 0.380 -0.828
H -0.84278 -0.46432 2.74903 -0.024 -0.103 0.542
H -1.85485 -0.96433 3.82665 0.185 -0.250 0.415
O 0.49108 2.46923 1.49742 -0.246 0.267 -0.357
H 1.40846 2.23384 1.65173 -0.027 -0.185 0.158
H -0.03465 1.85618 2.01996 0.202 0.008 0.132
O 1.00007 -0.15149 2.56795 0.316 -0.609 -0.007
H 1.06463 -0.56642 1.69979 0.120 0.210 -0.310
H 1.52864 -0.75053 3.11524 -0.140 0.262 0.114
```
Forces are in eV/Å.

The calculation puts the HOMO energy at -10.0 eV. Its strongest force on any atom is 1.009 eV/A. As for the energy relative to the best compared isomer or geometry (same formula, charge and spin): 34.2 kcal/mol. The total energy is -493.871663 Eh. The structure (SMILES) is NCNC=O.O.O.O. The value obtained for the gap between HOMO and LUMO is 10.114 eV.

# 5
# C30H30F4N2SbV

A structure of composition C30H30F4N2SbV (ωB97M-V with the def2-TZVPD basis set, OMol25).

```
68
Properties=species:S:1:pos:R:3:forces:R:3
V 0.60320 -0.94716 0.07655 -0.079 0.194 -0.479
C 4.41460 1.38659 0.28160 0.008 -0.005 0.026
C 3.30793 0.38774 0.57828 -0.020 -0.001 -0.035
N 2.19304 0.34452 -0.41684 0.005 -0.034 0.071
C 2.61892 -0.26191 -1.71019 -0.046 0.055 0.025
C 2.53147 -1.78092 -1.62611 0.001 0.019 -0.004
C 1.57740 1.68175 -0.59424 -0.072 -0.007 -0.024
C 0.23507 1.57306 -1.31634 0.016 -0.026 0.044
N -0.35663 0.26788 -1.01125 0.118 -0.253 0.203
C -1.59071 -0.09382 -1.55001 0.022 0.121 0.038
C -1.98466 -1.41676 -1.36608 -0.080 -0.076 -0.035
F -1.10563 -2.22211 -0.67285 0.060 0.079 0.097
C -3.17713 -1.93382 -1.80449 0.026 0.001 0.007
F -3.46247 -3.20529 -1.55566 -0.018 -0.008 -0.007
C -4.06203 -1.11404 -2.48351 0.035 0.003 0.021
C -3.70504 0.20531 -2.68438 0.008 0.012 0.013
F -4.52669 1.02485 -3.31678 -0.006 -0.012 -0.011
C -2.49648 0.72117 -2.23147 -0.025 0.027 -0.018
F -2.23114 2.00655 -2.44840 0.006 -0.008 -0.003
H 5.18033 1.28576 1.04982 0.012 0.012 -0.012
H 4.05960 2.41558 0.31049 -0.005 -0.001 0.007
H 4.89711 1.21065 -0.67911 -0.001 -0.004 -0.002
H 2.85321 0.60969 1.54646 0.006 0.006 0.001
H 3.72269 -0.62088 0.63962 0.004 0.004 0.005
H 3.62342 0.06871 -1.97462 0.037 -0.091 0.027
H 1.95366 0.09484 -2.49502 0.005 0.019 0.008
H 3.15805 -2.20219 -0.83934 0.005 -0.002 -0.007
H 2.83824 -2.23488 -2.56788 0.002 -0.018 0.009
H 1.49260 -2.16150 -1.50800 -0.009 0.003 -0.018
H 2.23773 2.35646 -1.14227 0.030 -0.010 0.026
H 1.43425 2.09117 0.40663 -0.012 0.008 0.000
H 0.33861 1.67464 -2.39923 0.024 -0.023 -0.006
H -0.41117 2.38851 -0.99142 -0.030 -0.017 -0.012
H -5.00755 -1.49400 -2.84550 -0.005 0.004 -0.005
C 1.13683 0.82383 7.06319 0.008 0.011 0.015
C 0.88429 1.83601 6.14752 -0.008 0.023 -0.021
C 0.49390 1.52028 4.85435 0.030 -0.026 0.039
C 0.35095 0.18178 4.49863 0.012 0.007 -0.065
C 0.60478 -0.83964 5.40817 0.007 0.052 0.064
C 1.00082 -0.50744 6.69652 -0.006 -0.030 -0.016
Sb -0.30919 -0.30752 2.57425 -0.107 -0.102 -0.165
C -2.38828 0.00103 2.48724 0.033 0.044 0.097
C -2.93140 1.12024 3.11208 -0.024 -0.052 0.017
C -4.28496 1.39387 2.97328 0.003 0.006 -0.005
C -5.08938 0.55785 2.21140 -0.013 0.015 0.008
C -4.54694 -0.55853 1.59027 0.021 -0.027 -0.010
C -3.19355 -0.83869 1.72212 -0.027 0.023 -0.028
C -0.09092 -2.41599 2.36913 0.018 -0.029 0.068
C -1.04866 -3.37420 2.69252 0.009 0.064 -0.032
C -0.83438 -4.70608 2.36564 -0.023 -0.022 0.001
C 0.31990 -5.09946 1.69714 0.028 -0.021 -0.017
C 1.28299 -4.16206 1.36284 -0.020 0.029 -0.034
C 1.07187 -2.82488 1.69492 0.021 0.013 0.025
H 1.44204 1.07504 8.06994 0.001 -0.001 -0.001
H 0.99198 2.87225 6.43817 0.003 -0.002 0.004
H 0.30510 2.31666 4.14379 0.004 0.005 -0.005
H 0.49279 -1.88079 5.13180 -0.002 0.002 -0.009
H 1.19872 -1.29173 7.41461 0.000 0.002 0.002
H -2.31648 1.77049 3.72359 -0.002 0.003 0.003
H -4.71221 2.25693 3.46568 0.000 0.000 0.000
H -6.14483 0.77169 2.11028 -0.001 -0.001 0.002
H -5.18079 -1.22135 1.01496 -0.002 0.001 0.001
H -2.78625 -1.72576 1.24979 0.000 -0.001 0.020
H -1.95632 -3.08616 3.20837 -0.001 -0.006 0.003
H -1.57418 -5.44760 2.63731 0.000 -0.002 0.000
H 0.47423 -6.14085 1.45002 -0.011 -0.005 0.004
H 2.19696 -4.46965 0.87135 0.005 0.005 -0.001
H 1.90627 -2.12122 1.54643 0.022 0.051 0.082
```
Forces are in eV/Å.

The calculation puts the HOMO energy (alpha / beta) at -14.4 / -14.3 eV. Its strongest force on any atom is 0.523 eV/A. As for the charge: +2. The total energy is -2853.807559 Eh. The value obtained for the gap between HOMO and LUMO (alpha / beta) is 6.680 / 8.284 eV. The spin multiplicity is 3.

Among the records above, which one has the lowest strongest force on any atom? C30H30F4N2SbV